DFT (the ωB97M-V functional and the def2-TZVPD basis) results for a structure of composition C20H40N4O3PS.

```
! wB97M-V def2-TZVPD RIJCOSX def2/J DEFGRID3
* xyz 1 1
C 1.7556 -0.1888 1.1951
C 1.6067 1.3640 1.3641
P 0.3323 1.8027 0.0808
C 1.0843 1.2153 -1.5017
N 0.1123 3.6599 0.0437
S 0.1339 4.0683 1.7876
C -1.2720 4.0585 -0.4616
C -2.4169 3.1339 -0.0452
C -3.0446 3.1931 1.1844
C -4.0739 2.3651 1.5701
C -4.5126 1.4127 0.6643
C -3.9324 1.3579 -0.5936
C -2.9000 2.1932 -0.9704
C -2.3575 2.0278 -2.3873
O 1.2129 4.4239 -0.4767
C 1.2258 4.5433 -1.7870
N 1.2470 4.4992 -2.9550
H 0.7874 -0.6253 0.8882
H 2.5154 -0.4607 0.4588
H 1.9694 -0.6221 2.1889
H 1.2121 1.5062 2.3762
H 2.5588 1.8891 1.2126
H 2.1726 1.0954 -1.4035
H 0.6687 0.2227 -1.7263
H 0.8602 1.8458 -2.3722
H -0.2416 5.3790 1.7895
H -1.3637 4.1378 -1.5506
H -1.5323 5.0422 -0.0466
H -2.6769 3.9248 1.9081
H -4.5068 2.4524 2.5636
H -5.3061 0.7391 0.9824
H -4.3401 0.6068 -1.2720
H -3.1088 1.4553 -2.9487
H -2.2946 3.0062 -2.8810
H -1.4343 1.4403 -2.4333
C -3.6891 -3.4695 -5.6036
C -2.5873 -3.0260 -4.6469
C -3.1088 -2.5984 -3.2650
O -3.7064 -1.3109 -3.2320
C -5.0613 -1.2779 -3.6553
N -1.8021 -1.9645 -5.2861
H -4.2490 -2.6284 -6.0124
H -3.2582 -4.0048 -6.4498
H -4.3926 -4.1426 -5.1093
H -1.9297 -3.8860 -4.4897
H -2.2515 -2.5373 -2.5874
H -3.7878 -3.3488 -2.8423
H -5.6005 -2.1845 -3.3705
H -5.1243 -1.1245 -4.7340
H -5.5407 -0.4234 -3.1743
H -1.0086 -1.7379 -4.6920
H -2.3654 -1.1173 -5.2709
C 5.8831 -2.0871 3.1931
C 4.9101 -1.3141 4.0774
C 5.2536 -1.3798 5.5743
O 4.9105 -2.6002 6.2000
C 5.8557 -3.6450 6.0328
N 3.5458 -1.7893 3.8130
H 5.7239 -3.1638 3.2419
H 5.7576 -1.7947 2.1493
H 6.9177 -1.8801 3.4725
H 4.9682 -0.2621 3.7788
H 4.6635 -0.6148 6.0879
H 6.3075 -1.1345 5.7545
H 6.8815 -3.2679 6.0118
H 5.6446 -4.2151 5.1256
H 5.7528 -4.3232 6.8793
H 2.8922 -1.2078 4.3326
H 3.4542 -2.7032 4.2509
*
```

- F_max (eV Å⁻¹) = 2.59



DFT (the ωB97M-V functional and the def2-TZVPD basis) results for a structure of composition C20H40NO3P3Re.

```
! wB97M-V def2-TZVPD RIJCOSX def2/J DEFGRID3
* xyz 4 4
P -0.8840 1.9691 -3.3823
C -2.6725 2.2721 -3.1045
H -3.0777 2.7541 -4.0162
H -2.7782 2.9229 -2.2145
H -3.1576 1.2953 -2.9071
C -0.3098 3.5906 -4.0217
H 0.7500 3.4710 -4.3254
H -0.3782 4.3218 -3.1909
H -0.9585 3.8668 -4.8722
C -0.9476 0.9275 -4.8916
H -1.4019 1.5250 -5.6926
H -1.5533 0.0355 -4.6738
H 0.0674 0.6059 -5.1722
P 0.4147 -4.1468 0.2912
C -1.3075 -4.2169 0.8728
H -1.6068 -5.2012 1.2557
H -1.9756 -3.9219 0.0516
H -1.3970 -3.4667 1.6686
C 0.6030 -5.2859 -1.1224
H 1.6381 -5.1916 -1.4620
H -0.0436 -4.9099 -1.9214
H 0.3757 -6.3425 -0.9422
C 1.4202 -4.8308 1.6506
H 1.2607 -5.8896 1.8643
H 1.2186 -4.2381 2.5467
H 2.4625 -4.6632 1.3615
P 1.1317 1.1347 3.3217
C -0.3173 1.2637 4.3660
H -0.1274 1.9695 5.2008
H -0.5535 0.2577 4.7741
H -1.1845 1.6253 3.7726
C 2.6899 0.6284 4.0227
H 2.9748 1.3454 4.8047
H 3.4422 0.5977 3.2230
H 2.5621 -0.3821 4.4429
C 1.3127 2.4124 2.0872
H 1.4801 3.3787 2.5651
H 0.3996 2.3999 1.4749
H 2.1598 2.1230 1.4524
Re 1.8223 -1.4508 -0.9020
C -0.2591 -1.3453 -0.9909
O -1.4021 -1.2696 -1.0706
C 0.9538 -0.2266 2.0322
O 0.1874 -1.1125 2.0140
C 3.6965 -1.6300 -0.1144
C 3.2839 -0.2738 -0.1516
C 2.7596 0.2596 -1.3568
C 2.5737 -0.5733 -2.5113
C 2.9584 -1.9653 -2.4477
C 3.5277 -2.4777 -1.2342
H 4.0153 -2.0420 0.8460
H 3.3205 0.3439 0.7204
H 2.4520 1.2977 -1.4154
H 2.1399 -0.1714 -3.3868
H 2.6976 -2.6001 -3.2766
H 3.6492 -3.5516 -1.1334
C -2.6659 3.9318 1.2134
N -3.2899 2.6200 1.1592
C -4.6116 2.4374 1.7483
C -2.5831 1.5586 0.7037
O -1.3964 1.6273 0.3313
H -3.4342 4.6454 1.5218
H -2.2730 4.2103 0.2266
H -1.8368 3.9537 1.9364
H -5.2329 1.8246 1.0842
H -4.5522 1.9314 2.7237
H -5.0682 3.4232 1.8851
H -3.1636 0.6189 0.6875
*
```

- expectation value of S² = 3.76
- F_max (eV Å⁻¹) = 12.88



DFT (the ωB97M-V functional and the def2-TZVPD basis) results for a structure of composition C20H40NO3Si2.

```
! wB97M-V def2-TZVPD RIJCOSX def2/J DEFGRID3
* xyz 1 1
C 2.4509 0.4514 4.3213
C 1.6468 -0.6270 3.4348
C 2.3368 -1.5060 2.3345
C 1.4443 -2.4841 1.5336
C -0.0803 -2.6133 1.8468
C -0.7877 -1.7576 2.9585
C -2.3369 -1.9305 3.2949
Si -3.4541 -0.4942 2.7084
O -4.2556 0.1461 4.1087
Si -5.4767 -0.9604 4.6711
O -2.6538 0.6867 1.7391
C -3.3552 1.9543 1.7085
C -2.4545 3.1812 2.2358
C -0.8737 2.9118 2.1712
O -2.8128 3.5627 3.6102
C 0.1108 -0.7599 3.7412
H 2.0168 0.5842 5.3712
H 3.5453 0.0927 4.4042
H 2.4626 1.4475 3.7392
H 3.4666 -1.4051 2.1573
H 1.9728 -3.1017 0.7166
H -0.6415 -3.3952 1.2151
H -2.7121 -2.9308 2.8929
H -2.4188 -1.9918 4.4439
H -4.5073 -1.0905 1.8491
H -5.7086 -0.6259 6.0916
H -5.0334 -2.3575 4.6403
H -6.7676 -0.8033 3.9879
H -3.6442 2.2203 0.6189
H -4.3332 1.9773 2.3025
H -2.7026 4.1136 1.5986
H -0.4210 2.7380 3.2043
H -0.5551 2.0932 1.4411
H -0.3924 3.8881 1.7740
H -2.0258 4.0156 3.9867
H -0.3879 -0.1468 4.5603
C 0.0131 0.3090 -1.0226
C 0.8469 1.1555 -1.9721
C 0.3722 1.1341 -3.4248
C 0.3545 -0.1968 -4.1738
N 1.7027 -0.8052 -4.5719
C 2.6967 0.1890 -5.1717
C 3.6379 0.5509 -4.0448
C 3.7298 -0.7052 -3.1973
C 2.4221 -1.4596 -3.3877
C 1.4045 -1.8695 -5.6222
H 0.0401 -0.7513 -1.2850
H 0.3994 0.4074 -0.0051
H -1.0326 0.6310 -1.0218
H 1.8928 0.8563 -1.8878
H 0.8066 2.1933 -1.6249
H 0.9334 1.8805 -3.9948
H -0.6616 1.5014 -3.4280
H -0.1828 -0.0337 -5.1134
H -0.1917 -0.9645 -3.6195
H 3.2491 -0.3242 -5.9636
H 2.1598 1.0325 -5.6059
H 3.2521 1.3926 -3.4671
H 4.6185 0.8534 -4.4185
H 3.9075 -0.4726 -2.1451
H 4.5654 -1.3275 -3.5307
H 1.7772 -1.4220 -2.5109
H 2.6096 -2.5086 -3.6226
H 0.9751 -1.3758 -6.4962
H 0.7018 -2.5860 -5.1943
H 2.3391 -2.3674 -5.8902
*
```

- F_max (eV Å⁻¹) = 4.17



| no. | DFT total energy (hartree) |
| --- | --- |
| 1 | -1969.89562 |
| 2 | -2167.19749 |
| 3 | -1645.21026 |